Density functional theory data (ωB97M-V/def2-TZVPD) for a molecular structure, C30H22F5N5OPt.

Properties
Kohn-Sham gap (alpha / beta): 5.482 / 5.569 eV
LUMO (alpha / beta): -3.8 / -3.7 eV
energy: -2123.79344 hartree
spin multiplicity: 2
charge: +1
highest occupied orbital energy (alpha / beta): -9.24 / -9.23 eV

Each line ends with the natural charge from an NBO analysis.
Atoms and positions in Å:
Pt (0.2254, 0.4828, 0.1695)  1.265
C (1.0694, 0.8488, -4.3877)  -0.255
C (0.9747, 1.1243, -3.0318)  0.039
N (0.7392, 0.1751, -2.1295)  -0.451
C (0.6410, -1.1025, -2.5071)  0.113
C (0.7860, -1.4887, -3.8695)  -0.073
C (0.9485, -0.4583, -4.8185)  -0.102
C (0.8143, -2.8575, -4.1995)  -0.231
C (0.8264, -3.8134, -3.1931)  -0.173
C (0.6555, -3.4588, -1.8728)  -0.305
C (0.3810, -2.1123, -1.5061)  0.267
N (-0.0998, -1.6847, -0.3352)  -0.657
C (-0.7382, -2.3655, 0.6322)  0.171
C (-1.1159, -3.7331, 0.5475)  -0.270
C (-1.5968, -4.4024, 1.6511)  -0.167
C (-1.8272, -3.7480, 2.8511)  -0.234
C (-1.6438, -2.3552, 2.9395)  -0.083
C (-1.9842, -1.6063, 4.0826)  -0.095
C (-1.8802, -0.2265, 4.0511)  -0.275
C (-1.4008, 0.3823, 2.9053)  0.047
N (-1.0090, -0.3156, 1.8370)  -0.504
C (-1.1175, -1.6535, 1.8193)  0.180
H (1.2468, 1.6527, -5.0853)  0.235
H (1.0985, 2.1317, -2.6665)  0.214
H (1.0047, -0.7015, -5.8674)  0.230
H (0.9109, -3.1419, -5.2356)  0.221
H (0.9791, -4.8492, -3.4554)  0.227
H (0.7700, -4.1991, -1.0985)  0.226
H (-1.0830, -4.2312, -0.4067)  0.230
H (-1.8247, -5.4539, 1.5741)  0.226
H (-2.2281, -4.2781, 3.7011)  0.221
H (-2.3325, -2.1131, 4.9671)  0.231
H (-2.1688, 0.3744, 4.8984)  0.237
H (-1.3281, 1.4583, 2.8303)  0.214
O (-1.8401, 0.9631, -0.8033)  -0.576
N (-2.3355, 2.1466, -0.6740)  0.068
C (-3.1588, 2.4214, 0.3582)  0.014
C (-3.6873, 3.6782, 0.5296)  -0.210
C (-3.3555, 4.6893, -0.3634)  -0.153
C (-2.5385, 4.3805, -1.4434)  -0.215
C (-2.0543, 3.1016, -1.5824)  0.039
H (-3.3606, 1.5929, 1.0197)  0.240
H (-4.3530, 3.8619, 1.3571)  0.243
H (-3.7287, 5.6900, -0.2318)  0.240
H (-2.2761, 5.1281, -2.1754)  0.246
H (-1.4142, 2.7909, -2.3926)  0.239
F (0.7120, 2.8221, 1.4008)  -0.385
C (1.1733, 2.4294, 0.1535)  0.339
F (0.6488, 3.3504, -0.7092)  -0.361
H (2.2667, 2.5589, 0.1580)  0.155
F (3.4804, -3.6117, 4.8330)  -0.312
C (4.2094, -2.5759, 4.3750)  0.965
F (4.5383, -1.8421, 5.4422)  -0.309
F (5.3369, -3.0941, 3.8734)  -0.309
C (3.4538, -1.7795, 3.3420)  -0.074
C (3.4405, -2.1864, 2.0075)  -0.211
C (2.7621, -1.4119, 1.0876)  0.059
N (2.0818, -0.3138, 1.4290)  -0.460
C (2.0842, 0.0674, 2.7099)  0.032
C (2.7701, -0.6169, 3.6926)  -0.171
H (3.9725, -3.0719, 1.7000)  0.253
H (2.7763, -1.6598, 0.0347)  0.225
H (1.5302, 0.9640, 2.9549)  0.225
H (2.7954, -0.2502, 4.7045)  0.244

Forces on atoms 1 to 6 (eV/Å):
1.884 -1.605 -4.102
-0.083 -0.671 -0.623
-0.086 -0.377 0.787
0.120 1.727 1.060
-0.195 -1.353 -0.230
0.033 0.057 0.220